[1]
Below is a 11-piece molecular cluster, H21O11 overall, with properties calculated with ωB97M-V with the def2-TZVPD basis set.

The geometry in XYZ format:
```
32
Properties=species:S:1:pos:R:3
O -4.129 0.846 2.090
O 0.289 3.087 0.824
O -1.649 -0.452 2.611
O 1.217 -2.146 3.291
O -0.830 -0.633 -2.365
O 2.281 -1.779 -3.971
O 1.517 0.203 1.273
O 1.332 -1.644 -0.684
O -3.556 1.379 -3.243
O -0.776 -0.279 0.337
O 4.187 1.181 0.464
H -1.263 0.425 -0.098
H 3.486 1.823 0.338
H -0.515 3.249 1.306
H -1.246 -0.566 1.569
H -0.875 -0.988 -1.448
H 0.836 2.315 0.972
H -0.113 -1.070 -2.828
H -1.004 0.158 2.980
H 0.709 -1.378 3.016
H -3.268 0.430 2.324
H 1.489 -2.228 -4.266
H -3.086 0.579 -3.008
H 1.014 -0.937 -1.255
H 1.044 0.713 1.932
H 0.807 -0.302 0.761
H -4.303 0.373 1.271
H -3.044 2.132 -2.931
H 2.216 -1.248 -0.600
H 3.778 0.408 0.874
H 1.104 -2.812 2.616
H 2.349 -0.841 -4.154
```

The strongest force on any atom comes out at 0.041 hartree/bohr. The HOMO energy is -5.9 eV. As for the multiplicity: 1. The calculation puts the LUMO energy at 0.0952 Eh. Its total charge is -1.

[2]
Below is a 12-piece molecular cluster, H22N3O15 overall, with properties calculated with ωB97M-V with the def2-TZVPD basis set.

The geometry in XYZ format:
```
40
Properties=species:S:1:pos:R:3
O -2.293 -2.722 1.405
O 1.606 -2.678 -0.912
O -2.530 0.303 -1.057
O -2.281 0.859 1.640
O -1.348 3.140 0.011
O 4.077 1.082 1.308
O 2.014 0.133 3.085
O 1.397 -0.329 -4.266
O 1.002 4.283 0.683
O -0.040 -0.173 3.452
O 1.653 2.759 -0.636
O -1.476 -2.875 -1.365
O 3.091 3.650 0.764
O -1.199 -0.818 -3.304
O 1.392 -0.537 4.960
N 1.117 -0.053 3.866
N 0.404 -0.161 0.108
N 1.862 3.432 0.473
H -0.363 -0.802 0.267
H -0.529 3.555 -0.044
H -2.277 -2.570 -0.825
H -0.121 0.635 0.376
H -1.604 3.356 -0.832
H -2.687 1.364 -1.342
H -2.005 1.645 1.251
H -1.791 -0.130 -3.106
H 1.313 -3.293 -1.611
H -1.282 -1.560 -2.697
H 2.110 -3.140 -0.342
H -2.608 0.360 -0.060
H 1.925 -0.678 -3.433
H -1.497 -3.328 1.690
H 0.618 -0.300 -0.874
H -2.948 -3.428 0.969
H 3.558 0.727 2.064
H 1.072 -0.349 0.833
H -1.886 -3.380 -2.093
H 0.511 -0.604 -3.910
H -1.858 0.723 2.476
H 3.901 1.909 1.008
```

The strongest force on any atom comes out at 0.148 hartree/bohr. The HOMO energy is -5.5 eV. As for the multiplicity: 1. The calculation puts the LUMO energy at 0.0492 Eh. Its total charge is -1.

[3]
Below is H22NO14 as an isolated structure, with properties calculated with ωB97M-V with the def2-TZVPD basis set.

The geometry in XYZ format:
```
37
Properties=species:S:1:pos:R:3
O 2.459 1.834 2.982
O -3.178 2.798 -0.289
O 3.015 -2.550 2.063
O 0.715 1.414 -2.214
O 3.355 -1.132 -0.906
O -1.285 -0.453 3.099
O 1.046 -0.536 1.162
O -0.624 0.711 0.288
O -1.998 2.018 -2.621
O 0.514 -0.441 -0.992
O -2.703 -1.356 -0.451
O -0.255 2.912 1.160
O 0.441 -1.509 -3.698
O -0.917 -3.382 -0.145
N 0.309 0.026 0.167
H 3.426 -1.927 -0.494
H 2.471 -1.760 1.770
H 2.152 1.080 2.512
H -0.696 2.196 1.178
H -0.551 -0.763 2.450
H -2.555 1.990 -1.782
H -0.253 -3.103 -0.872
H 2.485 -0.764 -0.704
H -0.117 2.937 2.041
H 1.559 1.647 -2.251
H 3.522 1.856 2.876
H -3.513 3.663 -0.226
H -1.890 -0.797 -0.168
H -0.430 -1.365 -3.302
H -1.112 1.900 -2.272
H 0.594 -1.069 -4.435
H 2.193 -3.151 1.938
H 0.545 0.623 -1.620
H -2.549 2.568 0.387
H -1.504 -1.327 3.280
H -1.651 -2.945 -0.322
H -3.020 -1.842 0.410
```

The strongest force on any atom comes out at 0.188 hartree/bohr. The HOMO energy is -7.0 eV. As for the multiplicity: 1. The calculation puts the LUMO energy at 0.0949 Eh. Its total charge is -1.

[4]
Below is H22NeO11 as an isolated structure, with properties calculated with ωB97M-V with the def2-TZVPD basis set.

The geometry in XYZ format:
```
34
Properties=species:S:1:pos:R:3
Ne 0.439 0.366 0.257
O -1.549 1.930 2.729
O -0.604 -2.665 -1.347
O 1.033 3.639 -0.561
O -2.981 1.617 0.426
O 0.186 2.295 -2.927
O 3.237 -1.306 1.153
O -2.726 -1.146 -0.180
O 0.646 -0.532 -2.874
O 3.163 -0.257 -1.790
O -0.275 -0.410 3.840
O 0.876 -2.953 1.035
H -2.858 -0.258 0.152
H 2.520 -1.938 1.212
H 0.115 -2.803 1.595
H 0.360 -1.079 4.095
H 3.684 -1.034 -1.994
H 0.502 3.709 0.232
H -0.702 -3.174 -2.152
H 2.351 -0.377 -2.283
H 0.572 -2.734 0.154
H 0.214 1.355 -2.749
H 0.554 2.700 -2.141
H -1.110 -0.875 3.795
H -0.016 -1.047 -2.413
H -1.441 -2.212 -1.245
H -1.004 2.695 2.544
H -0.983 1.347 3.234
H 3.100 -0.866 0.313
H -2.393 1.665 1.180
H -3.847 1.813 0.785
H 0.261 -0.362 -3.734
H 1.059 4.528 -0.912
H -2.387 -1.634 0.571
```

The strongest force on any atom comes out at 0.022 hartree/bohr. The HOMO energy is -10.1 eV. As for the multiplicity: 1. The calculation puts the LUMO energy at -0.0068 Eh.

[5]
Below is a 11-piece molecular cluster, H22O11 overall, with properties calculated with ωB97M-V with the def2-TZVPD basis set.

The geometry in XYZ format:
```
33
Properties=species:S:1:pos:R:3
O 2.580 -0.804 -0.339
O -1.924 0.589 -1.868
O 2.704 -2.300 0.968
O -0.628 -3.491 -0.295
O -0.230 -1.821 2.131
O -2.876 2.726 -0.626
O -1.826 1.177 1.862
O 1.457 3.937 -2.222
O 2.956 2.887 0.271
O -2.068 -1.522 0.172
O 0.415 -0.074 0.355
H -2.665 -1.645 0.918
H 0.385 -1.019 0.167
H 3.181 2.377 -0.514
H -0.352 -0.872 2.012
H -0.956 -4.398 -0.297
H -1.164 1.138 1.163
H -0.377 0.274 -0.069
H 2.134 3.332 0.034
H -2.337 -0.282 -1.838
H 2.634 -2.118 1.912
H -0.980 0.402 -1.833
H 3.474 -1.162 -0.299
H -2.529 1.721 1.489
H -1.053 -2.205 1.809
H -3.239 2.274 0.144
H 1.389 3.012 -2.483
H 2.602 -3.256 0.905
H 2.658 0.066 0.069
H -3.282 2.276 -1.375
H 0.300 -3.579 -0.049
H -2.636 -1.610 -0.601
H 2.251 3.969 -1.676
```

The strongest force on any atom comes out at 0.094 hartree/bohr. The HOMO energy is -9.4 eV. As for the multiplicity: 1. The calculation puts the LUMO energy at -0.0035 Eh. The structure (SMILES) is O.O.O.O.O.O.O.O.O.O.O.

[6]
Below is a 11-piece molecular cluster, H22O11 overall, with properties calculated with ωB97M-V with the def2-TZVPD basis set.

The geometry in XYZ format:
```
33
Properties=species:S:1:pos:R:3
O -1.916 4.315 0.054
O 2.903 1.700 -2.769
O 3.357 0.185 1.028
O -0.948 -3.059 -0.034
O -0.483 -0.217 -2.314
O 3.085 -2.983 -1.542
O -5.145 0.802 -0.327
O -1.142 -3.455 3.107
O 0.051 -0.024 0.818
O -2.543 -1.137 -1.558
O 2.152 2.860 3.088
H 0.166 -0.879 -2.051
H 2.026 2.331 2.293
H 2.447 -2.765 -0.854
H 3.576 2.294 -2.418
H -0.462 -3.784 -0.442
H 3.163 0.438 0.118
H 1.763 3.714 2.866
H -0.644 -0.467 0.318
H -1.665 -3.122 3.845
H 2.176 1.773 -2.141
H -0.566 -0.336 -3.267
H 3.745 0.979 1.414
H -0.431 -2.841 0.749
H -0.049 0.906 0.586
H -5.954 1.324 -0.371
H -1.237 4.980 0.215
H -1.630 -1.257 -1.843
H -4.541 1.254 -0.927
H -2.477 -1.009 -0.605
H 3.765 -2.306 -1.455
H -2.011 3.866 0.901
H -0.531 -4.079 3.515
```

The strongest force on any atom comes out at 0.035 hartree/bohr. The HOMO energy is -10.0 eV. As for the multiplicity: 1. The calculation puts the LUMO energy at -0.0136 Eh. The structure (SMILES) is O.O.O.O.O.O.O.O.O.O.O.

[7]
Below is a 11-piece molecular cluster, H22O11 overall, with properties calculated with ωB97M-V with the def2-TZVPD basis set.

The geometry in XYZ format:
```
33
Properties=species:S:1:pos:R:3
O 0.933 -3.434 -3.044
O 1.262 1.145 -0.607
O 2.262 -0.496 -2.417
O 0.097 0.428 3.967
O -3.002 1.989 -0.773
O 3.861 1.517 -3.566
O -2.572 -3.961 -0.519
O -2.020 -2.754 2.662
O 3.029 2.361 2.668
O -1.091 -0.215 -0.111
O -2.203 4.077 1.431
H -0.038 -0.207 4.569
H 0.082 1.168 4.533
H -1.597 -1.913 3.120
H -3.242 -4.598 -0.302
H -2.966 3.617 1.687
H 1.921 1.419 -0.060
H 2.971 1.445 -3.527
H 0.745 -3.383 -3.989
H -3.676 1.761 -1.407
H 3.542 2.867 3.288
H -3.258 -3.209 -0.793
H 3.957 1.450 -2.582
H -2.607 1.023 -0.730
H 0.026 -3.462 -2.645
H 2.555 -1.389 -2.840
H -1.455 -2.867 2.024
H -0.063 0.050 -0.324
H -1.902 3.233 0.828
H 0.482 1.872 -0.402
H 1.425 -0.636 -2.152
H 3.729 2.161 1.888
H -1.185 -1.059 0.123
```

The strongest force on any atom comes out at 0.171 hartree/bohr. The HOMO energy is -10.8 eV. As for the multiplicity: 1. The calculation puts the LUMO energy at 0.0000 Eh. The structure (SMILES) is O.O.O.O.O.O.O.O.O.O.O.

[8]
Below is a 11-piece molecular cluster, H22O11 overall, with properties calculated with ωB97M-V with the def2-TZVPD basis set.

The geometry in XYZ format:
```
33
Properties=species:S:1:pos:R:3
O -2.785 -27.608 -1.641
O -1.940 -26.909 0.979
O -3.454 -25.088 2.933
O -0.517 -24.587 1.042
O -2.956 -28.461 3.158
O -1.085 -29.736 0.166
O -3.337 -24.597 -0.086
O 0.037 -26.167 -1.598
O -2.645 -22.422 1.210
O 1.158 -26.765 1.603
O 1.996 -28.323 -0.544
H -1.487 -30.022 0.983
H 0.521 -26.174 1.271
H 1.412 -28.879 -1.078
H -2.829 -24.510 -0.873
H 1.392 -27.762 -0.067
H -3.220 -28.454 -1.685
H -0.582 -25.427 -1.738
H -2.518 -27.693 2.790
H 0.821 -25.744 -1.230
H -2.966 -28.337 4.101
H -4.254 -24.564 -0.269
H 1.988 -26.235 1.594
H -2.521 -27.615 -0.755
H -3.717 -24.303 2.457
H -3.481 -22.121 1.465
H -3.130 -25.623 2.261
H -1.234 -27.545 0.984
H -0.642 -24.350 1.981
H -1.611 -26.023 0.771
H -0.759 -30.581 -0.078
H -2.817 -23.289 0.871
H -0.409 -23.700 0.581
```

The strongest force on any atom comes out at 0.058 hartree/bohr. The HOMO energy is -10.6 eV. As for the multiplicity: 1. The calculation puts the LUMO energy at -0.0081 Eh. The structure (SMILES) is O.O.O.O.O.O.O.O.O.O.O.

Here are the calculated energy above the lowest of the compared OMol25 structures with the same formula, charge and spin numbers, same order: 2.0626 0.2861 5.5146 0.6428 4.9194 3.0322 5.3222 1.9579 (eV).